Entry 1:
{
  "formula": "C10H18N3O",
  "method": "ωB97M-V/def2-TZVPD",
  "symbols": ["O", "N", "N", "N", "C", "C", "C", "C", "C", "C", "C", "C", "C", "C", "H", "H", "H", "H", "H", "H", "H", "H", "H", "H", "H", "H", "H", "H", "H", "H", "H", "H"],
  "coordinates": [[0.73373, 1.65841, 2.06257], [-1.35472, 0.92453, -3.48743], [-0.56044, -0.98942, -2.47174], [-0.04251, 1.02893, -1.55432], [-0.77583, 0.34381, -2.41330], [-0.21083, -0.25714, 3.15495], [-0.18762, -3.79992, 1.86226], [-0.37152, 2.47553, -1.17495], [0.68118, 0.28122, 2.24340], [0.36897, -2.45075, 2.18988], [1.49428, -1.85278, 1.58282], [-0.39012, -1.62656, 3.02582], [0.33592, 3.32141, -2.21679], [1.73264, -0.45960, 1.70225], [-1.95961, 0.41312, -4.10771], [-1.47555, 2.50470, -1.07160], [1.31600, 2.06996, 2.71648], [0.18960, 2.65129, -0.25912], [-0.81390, 0.31419, 3.83162], [-0.99207, -3.93755, 2.60990], [0.96280, 4.11347, -1.79579], [0.39154, 0.56945, -0.75119], [0.97286, 2.74948, -2.89907], [2.02677, -2.53222, 0.92661], [-0.29807, 3.90141, -2.89828], [-1.16961, -2.05229, 3.69632], [0.46858, -4.58486, 1.56180], [-0.90891, -3.59039, 1.05373], [-0.49273, -1.58783, -1.66650], [-1.56005, 1.90297, -3.35628], [-0.71895, -1.48186, -3.33973], [2.60817, -0.02068, 1.24341]],
  "forces_ev_per_angstrom": [[0.033, 0.537, 0.079], [-0.065, 0.570, 1.410], [-0.714, -0.431, -0.358], [-1.394, 1.434, 2.149], [2.047, -1.370, -1.498], [-0.009, -1.188, -1.598], [-2.193, 1.692, -0.001], [0.919, -1.439, -1.010], [2.009, 1.347, 1.287], [0.560, 1.377, -0.169], [-0.966, -0.352, 0.244], [-0.768, -0.442, 1.654], [-0.113, 1.650, -1.286], [-1.432, -1.878, -0.944], [-0.072, -0.147, 0.185], [0.774, 0.637, 0.085], [-0.135, -0.066, -0.096], [-0.774, -0.284, 0.395], [-0.194, 0.399, -0.050], [1.029, -1.159, 0.226], [-0.044, -0.342, 0.288], [-0.138, -0.518, -0.646], [-0.042, -0.179, 0.425], [0.727, 0.385, 0.139], [-0.382, -0.240, 0.179], [0.580, 0.009, -0.727], [0.334, -0.618, 0.339], [0.562, -0.280, -0.552], [0.239, 0.320, 0.279], [0.010, 0.137, -0.486], [-0.196, 0.164, 0.144], [-0.193, 0.272, -0.083]],
  "mulliken_charge": [-0.52, -0.35, -0.37, -0.13, 0.58, -0.75, -1.34, -0.32, 0.57, 0.47, -0.40, -0.24, -1.09, -0.54, 0.26, 0.40, 0.33, 0.12, 0.47, 0.33, 0.38, 0.11, 0.36, 0.38, 0.35, 0.23, 0.43, 0.26, 0.19, 0.23, 0.21, 0.36],
  "total_energy_ev": -17173.1415,
  "total_charge": 1
}

Entry 2:
{
  "formula": "C10H18N3O",
  "method": "ωB97M-V/def2-TZVPD",
  "symbols": ["O", "N", "N", "N", "C", "C", "C", "C", "C", "C", "C", "C", "C", "C", "H", "H", "H", "H", "H", "H", "H", "H", "H", "H", "H", "H", "H", "H", "H", "H", "H", "H"],
  "coordinates": [[3.31312, 1.58101, 0.57401], [-3.16246, 0.98132, 1.89836], [-3.05389, -1.06296, 0.74644], [-1.26208, -0.36610, 2.01365], [2.97048, 0.94874, -1.73212], [2.51316, 1.11192, -0.43072], [-0.80924, -2.80587, 2.25040], [0.24356, 0.61200, -1.15299], [-2.49843, -0.16273, 1.59611], [0.75073, 0.31569, -2.43456], [2.06896, 0.60583, -2.74253], [-0.40279, -1.50306, 1.57399], [-0.23435, -0.33241, -3.38958], [1.14346, 0.99268, -0.17757], [0.06766, -3.44706, 2.09180], [-4.04769, 0.83072, 2.36610], [-0.78024, 0.47697, 2.28272], [-0.47337, 0.41529, -4.14909], [2.80013, 1.76834, 1.35508], [-2.60149, 1.74341, 2.26701], [-1.13192, -0.67682, -2.88432], [4.02202, 1.14493, -1.87956], [-0.82050, 0.59947, -0.97313], [-0.97938, -2.87901, 3.31552], [0.78961, 1.20799, 0.82988], [0.60911, -1.23884, 1.87396], [2.34967, 0.46129, -3.77992], [-0.50773, -1.60576, 0.49329], [0.16251, -1.24842, -3.84376], [-1.65257, -3.31160, 1.78145], [-2.82401, -1.99882, 1.01688], [-4.01535, -0.89958, 0.48773]],
  "forces_ev_per_angstrom": [[0.916, -0.452, -0.839], [0.290, -0.170, -0.021], [-0.164, 0.600, 1.423], [0.249, 0.191, -0.636], [0.148, 0.309, 0.338], [-1.239, 0.666, 0.211], [0.845, -1.003, -0.541], [1.409, -0.003, -0.580], [0.281, 0.033, -0.755], [-1.589, -0.292, 0.762], [0.015, -0.691, 0.362], [-1.033, 0.245, 0.927], [0.676, 0.296, -0.386], [-0.172, -0.047, 0.341], [-0.359, -0.237, -0.112], [-0.111, 0.323, -0.287], [0.062, -0.082, 0.569], [-0.296, -0.424, -0.269], [-0.276, 0.048, 0.263], [-0.313, -0.216, 0.111], [-0.182, 0.367, 0.150], [0.051, -0.030, -0.417], [-0.139, -0.279, 0.103], [0.002, 0.854, 0.335], [0.051, 0.168, -0.012], [-0.057, 0.044, -0.325], [0.441, 0.040, 0.163], [0.385, 0.096, -0.003], [0.195, 0.412, -0.168], [-0.004, -0.024, -0.179], [-0.017, -0.700, -0.481], [-0.063, -0.045, -0.045]],
  "mulliken_charge": [-0.54, -0.44, -0.28, -0.17, -0.43, 0.50, -1.26, -0.74, 0.58, 0.50, -0.64, -0.55, -1.40, -0.02, 0.37, 0.28, 0.25, 0.33, 0.28, 0.23, 0.32, 0.42, 0.49, 0.34, 0.12, 0.41, 0.42, 0.39, 0.35, 0.40, 0.17, 0.29],
  "total_energy_ev": -17173.7880,
  "total_charge": 1
}

Entry 3:
{
  "formula": "C10H18NO2",
  "method": "ωB97M-V/def2-TZVPD",
  "symbols": ["O", "O", "N", "C", "C", "C", "C", "C", "C", "C", "C", "C", "C", "H", "H", "H", "H", "H", "H", "H", "H", "H", "H", "H", "H", "H", "H", "H", "H", "H", "H"],
  "coordinates": [[-0.96222, 2.42296, -1.04036], [-1.11526, -1.62004, -0.48344], [1.18263, -0.22673, 0.46448], [0.65939, 1.14111, 0.15215], [3.00465, -1.68777, -0.66382], [1.09264, 2.28080, 1.06612], [-1.77869, 0.52808, 0.30203], [-0.74682, 1.13498, -0.65428], [-1.22321, -0.86201, 0.78927], [-3.24874, 0.23295, -0.21310], [0.12621, -0.88668, 1.41220], [1.61502, -1.05627, -0.78044], [1.61865, 2.26569, -0.14866], [-1.96161, -1.31034, 1.48447], [2.31408, 2.75897, -0.67105], [-0.54280, 0.39819, -1.53042], [3.35473, -2.18312, 0.25030], [-3.33013, -0.76725, -0.58862], [2.97619, -2.54374, -1.34497], [1.62832, -0.37690, -1.76327], [-1.93315, 2.50972, -1.02759], [-3.58795, 0.88949, -0.89932], [3.81779, -0.95185, -0.99189], [-1.75643, 1.28952, 1.12695], [0.97437, 2.71286, 2.13621], [0.92750, -1.80283, -0.98848], [0.45457, -1.91073, 1.54678], [-1.79381, -2.04075, -0.85273], [0.13540, -0.35689, 2.37050], [-3.94951, 0.19342, 0.57797], [2.04821, -0.17485, 0.96299]],
  "forces_ev_per_angstrom": [[-1.365, 0.594, -0.127], [5.392, 2.555, 3.539], [-1.378, -0.884, -0.870], [-0.223, 2.217, -0.836], [1.249, 0.739, -0.660], [-0.223, -0.403, 0.100], [-0.366, -0.145, 0.914], [2.552, -3.346, 0.148], [-1.968, 0.133, -2.326], [2.626, -1.395, 2.127], [1.298, -0.008, -0.800], [1.480, 2.021, -1.477], [-2.843, -1.889, 4.623], [0.481, 0.056, -0.338], [2.233, 1.425, -2.437], [-0.592, 1.378, 1.060], [-0.609, 0.521, 0.350], [0.234, -0.380, -0.736], [0.255, 0.359, -0.324], [-0.177, -1.067, 2.511], [0.513, 0.559, -0.281], [-1.051, 2.202, -2.401], [-1.043, -1.163, 0.461], [-0.508, -0.809, -0.239], [0.240, -0.724, -2.362], [-1.503, -1.048, 0.108], [0.035, -0.163, 0.145], [-4.844, -2.412, -1.502], [0.135, 0.053, -0.317], [-0.572, 0.473, 1.217], [0.542, 0.553, 0.728]],
  "mulliken_charge": [-0.50, -0.50, 0.36, -0.12, -1.32, -0.41, 0.10, 0.18, -0.16, -1.46, -0.87, -0.16, -0.99, 0.49, 0.49, 0.14, 0.36, 0.35, 0.40, 0.26, 0.44, 0.42, 0.32, 0.38, 0.35, 0.28, 0.46, 0.32, 0.39, 0.44, 0.55],
  "total_energy_ev": -16236.3540,
  "total_charge": 1,
  "smiles": "CC[N@@H+]1C[C@H](O)[C@H](C)[C@@H](O)C12C=C2"
}

Entry 4:
{
  "formula": "C10H18O2Si",
  "method": "ωB97M-V/def2-TZVPD",
  "symbols": ["Si", "O", "O", "C", "C", "C", "C", "C", "C", "C", "C", "C", "C", "H", "H", "H", "H", "H", "H", "H", "H", "H", "H", "H", "H", "H", "H", "H", "H", "H", "H"],
  "coordinates": [[-1.35194, -0.34257, 0.44422], [3.26355, -1.10069, 0.50196], [1.99209, 0.66448, 0.15562], [-3.09821, -0.83662, -0.15885], [-0.27710, 1.93058, -1.11565], [-0.42229, -1.89660, 1.04786], [2.83761, 0.00771, 0.98358], [0.52223, 2.49381, 0.02139], [-0.46006, 0.43702, -1.05267], [-0.08778, -0.32261, -2.07565], [1.54573, 1.87807, 0.59744], [-1.53668, 0.87560, 1.89771], [2.91761, -1.59271, -0.79777], [-3.59711, -1.47306, 0.56357], [-1.26341, 2.40320, -1.11275], [-1.94045, 1.82722, 1.57172], [0.56930, -1.65087, 1.41508], [0.39265, 0.07946, -2.95644], [-0.25483, -1.38771, -2.07987], [3.62444, -1.18664, -1.52150], [-0.31191, -2.63543, 0.26043], [-0.58537, 1.07015, 2.38086], [-3.06049, -1.37443, -1.10074], [-0.95794, -2.36993, 1.86462], [1.90555, -1.29670, -1.07069], [-3.72201, 0.03841, -0.30941], [2.09727, 2.29009, 1.43412], [-2.21061, 0.47480, 2.64713], [0.24812, 3.47311, 0.38401], [3.01130, -2.67509, -0.75869], [0.21075, 2.19798, -2.06064]],
  "forces_ev_per_angstrom": [[-0.314, -0.295, 0.181], [0.004, -0.289, -0.144], [0.707, -1.284, -0.397], [0.669, 0.150, 0.233], [0.123, 0.001, -0.070], [-0.284, 0.609, -0.296], [-0.178, 1.324, 1.054], [0.260, -0.271, -0.043], [-0.361, -0.124, 0.179], [-0.237, -0.055, 0.081], [-0.212, 0.905, 0.368], [0.179, -0.454, -0.529], [-0.275, -0.044, -0.684], [-0.096, -0.135, 0.231], [0.013, 0.057, -0.049], [-0.103, 0.243, -0.117], [0.184, 0.110, 0.058], [0.078, 0.147, -0.162], [-0.035, -0.301, 0.001], [-0.034, -0.021, 0.007], [-0.005, -0.130, -0.207], [0.176, 0.010, 0.049], [0.098, -0.104, -0.179], [-0.184, -0.050, 0.155], [0.115, -0.087, 0.040], [-0.088, 0.235, -0.032], [0.023, -0.104, -0.040], [-0.201, -0.186, 0.110], [0.098, 0.046, 0.181], [0.014, 0.061, 0.062], [-0.135, 0.038, -0.041]],
  "mulliken_charge": [-0.06, -0.04, 0.10, -1.14, -0.83, -0.98, -0.55, -0.66, 1.07, -1.43, -0.05, -1.09, -0.17, 0.33, 0.32, 0.35, 0.28, 0.29, 0.41, 0.27, 0.30, 0.34, 0.37, 0.41, -0.08, 0.32, 0.48, 0.38, 0.39, 0.28, 0.40],
  "total_energy_ev": -22632.0321,
  "total_charge": 0
}